# 1
Below is an isolated molecule of C5H7NO at a distorted geometry, with properties calculated with the ωB97M-V functional and the def2-TZVPD basis.

Relative energy (zero: lowest compared OMol25 entry of this formula, charge and spin) (eV): 2.727
Electronic energy (hartree): -324.6243
LUMO (eV): 0.42
Structure (SMILES): CC1=CNC(=O)C1
Frontier orbital gap (eV): 8.942
Maximum force (eV/A): 1.22

Element x y z (Å)
C 0.32 1.68 -0.16
C 0.79 0.25 -0.19
C 0.77 -0.26 1.05
N -0.34 -1.16 1.24
C -0.70 -1.56 -0.10
O -1.54 -2.39 -0.33
C 0.09 -0.72 -1.10
H 0.23 2.19 -1.12
H 0.82 2.29 0.59
H -0.72 1.51 0.22
H 1.16 0.23 1.95
H -1.07 -0.43 1.43
H -0.58 -0.26 -1.83
H 0.78 -1.37 -1.65

Löwdin analysis output, partial charges in e: atom 1 (C): -0.061, atom 2 (C): -0.288, atom 3 (C): -0.112, atom 4 (N): 0.072, atom 5 (C): -0.436, atom 6 (O): 0.107, atom 7 (C): -0.060, atom 8 (H): 0.074, atom 9 (H): 0.084, atom 10 (H): 0.095, atom 11 (H): 0.119, atom 12 (H): 0.148, atom 13 (H): 0.128, atom 14 (H): 0.129

# 2
Below is a 3-piece molecular cluster, CH9NO3 overall at a distorted geometry, with properties calculated with the ωB97M-V functional and the def2-TZVPD basis.

Relative energy (zero: lowest compared OMol25 entry of this formula, charge and spin) (eV): 0.604
Multiplicity: 2
Electronic energy (hartree): -323.5911
LUMO (alpha / beta) (eV): -4.04 / -9.45
Net charge: +1
Frontier orbital gap (alpha / beta) (eV): 10.579 / 5.178
Maximum force (eV/A): 1.57

Element x y z (Å)
N 0.77 -0.64 -2.01
C -0.21 0.10 -1.23
O -0.26 1.27 -1.98
H 0.59 -0.39 -2.99
H 1.77 -0.65 -1.79
H -1.18 -0.38 -1.25
H 0.07 0.31 -0.20
H -0.09 2.00 -1.37
H -0.34 -2.00 1.28
H 0.08 -1.71 2.77
O -0.52 -1.46 2.06
H -0.59 0.71 2.71
H 0.27 1.27 1.67
O -0.37 1.57 2.32

Löwdin analysis output, partial charges in e: atom 1 (N): 0.372, atom 2 (C): -0.224, atom 3 (O): 0.066, atom 4 (H): 0.164, atom 5 (H): 0.179, atom 6 (H): 0.159, atom 7 (H): 0.118, atom 8 (H): 0.144, atom 9 (H): 0.033, atom 10 (H): 0.063, atom 11 (O): -0.040, atom 12 (H): 0.017, atom 13 (H): -0.003, atom 14 (O): -0.049

# 3
Below is C26H44BrHgNOP2 as an isolated structure at a distorted geometry, with properties calculated with the ωB97M-V functional and the def2-TZVPD basis.

Relative energy (zero: lowest compared OMol25 entry of this formula, charge and spin) (eV): 1.303
Electronic energy (hartree): -4556.5786
LUMO (eV): -7.11
Net charge: +2
Frontier orbital gap (eV): 6.912
Maximum force (eV/A): 3.10

Element x y z (Å)
N 1.83 6.32 -0.46
C 2.85 5.54 -0.11
C 2.65 4.16 0.04
C 1.37 3.58 -0.21
C 0.36 4.41 -0.71
C 0.63 5.81 -0.75
C 1.25 2.08 -0.34
Hg -0.39 0.60 -0.28
P -1.54 -1.44 -1.20
C 1.00 1.65 -1.72
C 1.89 0.69 -2.38
C 1.73 0.38 -3.74
C 2.44 -0.66 -4.34
C 3.28 -1.54 -3.58
C 3.52 -1.14 -2.25
C 2.85 -0.05 -1.69
Br 4.16 -2.91 -4.43
H 2.11 1.62 0.22
H 0.57 2.35 -2.44
H 3.53 3.52 0.23
H -0.60 3.98 -1.04
H 3.82 6.02 0.10
H -0.21 6.48 -0.97
H 0.96 0.95 -4.30
H 3.10 0.28 -0.67
H 2.34 -0.80 -5.41
H 4.28 -1.65 -1.61
P -1.28 0.22 2.29
C -0.85 -1.33 -2.88
C -0.83 -2.52 -3.87
H 0.16 -1.01 -2.58
H -1.39 -0.51 -3.37
H 0.05 -2.50 -4.52
H -0.87 -3.51 -3.42
H -1.69 -2.41 -4.54
C -3.11 -0.62 -0.76
C -4.45 -1.26 -1.17
H -2.93 0.36 -1.26
H -3.06 -0.46 0.34
H -5.28 -0.55 -1.02
H -4.47 -1.56 -2.22
H -4.69 -2.14 -0.57
C -0.37 -2.56 -0.30
C -0.79 -4.02 -0.17
H -0.29 -2.05 0.68
H 0.57 -2.46 -0.88
H -0.38 -4.48 0.73
H -1.87 -4.13 -0.13
H -0.43 -4.64 -1.00
C -0.91 -1.42 3.13
C -1.10 -1.51 4.65
H 0.12 -1.69 2.83
H -1.57 -2.14 2.62
H -0.42 -0.85 5.22
H -2.12 -1.23 4.93
H -0.91 -2.54 4.95
C -3.05 0.57 2.57
C -3.55 1.82 1.78
H -3.17 0.81 3.65
H -3.67 -0.32 2.34
H -3.00 2.73 2.09
H -3.39 1.72 0.69
H -4.64 2.02 1.96
C -0.46 1.51 3.31
C 1.02 1.18 3.46
H -0.96 1.53 4.28
H -0.62 2.46 2.77
H 1.61 2.07 3.20
H 1.25 0.84 4.48
H 1.36 0.35 2.82
C 2.69 -2.69 1.13
O 2.48 -1.32 1.40
H 1.79 -3.23 1.40
H 3.54 -3.06 1.71
H 2.88 -2.86 0.08
H 3.29 -0.84 1.21

Löwdin analysis output, partial charges in e: atom 1 (N): 0.069, atom 2 (C): -0.103, atom 3 (C): -0.012, atom 4 (C): -0.240, atom 5 (C): -0.038, atom 6 (C): -0.109, atom 7 (C): -0.234, atom 8 (Hg): 1.086, atom 9 (P): 0.945, atom 10 (C): -0.155, atom 11 (C): -0.282, atom 12 (C): -0.044, atom 13 (C): -0.095, atom 14 (C): -0.710, atom 15 (C): -0.093, atom 16 (C): -0.039, atom 17 (Br): 0.887, atom 18 (H): 0.101, atom 19 (H): 0.131, atom 20 (H): 0.117, atom 21 (H): 0.110, atom 22 (H): 0.126, atom 23 (H): 0.118, atom 24 (H): 0.142, atom 25 (H): 0.093, atom 26 (H): 0.113, atom 27 (H): 0.128, atom 28 (P): 0.923, atom 29 (C): -0.400, atom 30 (C): -0.098, atom 31 (H): 0.018, atom 32 (H): 0.096, atom 33 (H): 0.074, atom 34 (H): 0.072, atom 35 (H): 0.082, atom 36 (C): -0.441, atom 37 (C): -0.114, atom 38 (H): 0.067, atom 39 (H): 0.014, atom 40 (H): 0.086, atom 41 (H): 0.078, atom 42 (H): 0.083, atom 43 (C): -0.399, atom 44 (C): -0.121, atom 45 (H): 0.008, atom 46 (H): 0.088, atom 47 (H): 0.078, atom 48 (H): 0.073, atom 49 (H): 0.082, atom 50 (C): -0.375, atom 51 (C): -0.109, atom 52 (H): 0.061, atom 53 (H): 0.080, atom 54 (H): 0.076, atom 55 (H): 0.079, atom 56 (H): 0.090, atom 57 (C): -0.407, atom 58 (C): -0.135, atom 59 (H): 0.098, atom 60 (H): 0.091, atom 61 (H): 0.077, atom 62 (H): 0.045, atom 63 (H): 0.098, atom 64 (C): -0.383, atom 65 (C): -0.147, atom 66 (H): 0.091, atom 67 (H): 0.078, atom 68 (H): 0.081, atom 69 (H): 0.087, atom 70 (H): 0.033, atom 71 (C): -0.135, atom 72 (O): -0.154, atom 73 (H): 0.069, atom 74 (H): 0.098, atom 75 (H): 0.067, atom 76 (H): 0.081

# 4
Below is an isolated molecule of H4NPSi at a distorted geometry, with properties calculated with the ωB97M-V functional and the def2-TZVPD basis.

Relative energy (zero: lowest compared OMol25 entry of this formula, charge and spin) (eV): 1.862
Electronic energy (hartree): -687.8799
LUMO (eV): -0.10
Structure (SMILES): [H]/P=N\[SiH3]
Frontier orbital gap (eV): 8.262
Maximum force (eV/A): 4.86

Element x y z (Å)
H -1.81 0.98 -0.17
P -2.21 -0.32 -0.07
N -0.88 -1.01 0.33
Si 1.10 0.05 0.00
H 1.02 1.50 -0.30
H 1.54 -0.38 1.36
H 1.24 -0.82 -1.16

Löwdin analysis output, partial charges in e: atom 1 (H): -0.239, atom 2 (P): 0.543, atom 3 (N): -0.630, atom 4 (Si): 0.663, atom 5 (H): -0.114, atom 6 (H): -0.106, atom 7 (H): -0.117